(1)
A molecular structure, C25H35AsF6N6O6STa, computed with wB97M-V/def2-TZVPD.

Computed properties:
Charge: +2
Calculated total energy: -5043.5827 hartree
Frontier orbital gap (spin up / spin down): 7.9813 / 5.3692 eV
HOMO energy (spin up / spin down): -14.53 / -14.49 eV
2S+1: 2

```
81
C25H35AsF6N6O6STa, DFT wB97M-V/def2-TZVPD
Ta 0.18 -0.09 0.15
C -2.11 0.30 3.15
C -1.33 -1.00 3.03
N -0.01 -0.77 2.37
C 0.93 -0.12 3.32
C 2.06 0.53 2.57
N 1.49 1.30 1.42
C 0.95 2.62 1.86
C 0.84 3.66 0.74
C 0.70 3.07 -0.65
N -0.34 2.01 -0.71
C -1.68 2.55 -0.35
C -2.65 1.41 -0.39
N -2.16 0.41 0.62
C -2.90 0.63 1.91
H -1.42 1.12 3.38
H -2.80 0.25 4.00
H -1.87 -1.74 2.44
H -1.14 -1.44 4.01
H 0.37 -1.70 2.20
H 1.31 -0.86 4.03
H 0.38 0.62 3.90
H 2.77 -0.18 2.16
H 2.60 1.21 3.23
H 2.32 1.44 0.82
H 1.62 3.01 2.63
H -0.01 2.45 2.35
H 1.71 4.31 0.75
H -0.01 4.31 0.97
H 1.63 2.64 -0.98
H 0.44 3.86 -1.36
H -0.39 1.73 -1.70
H -1.95 3.35 -1.04
H -1.63 2.96 0.66
H -2.67 0.94 -1.37
H -3.66 1.72 -0.14
H -2.49 -0.49 0.29
H -3.80 0.01 1.87
H -3.23 1.66 1.95
O 3.66 0.42 -0.19
C 3.05 0.13 -1.20
N 3.58 -0.37 -2.35
C 2.63 -0.27 -3.45
C 1.44 0.42 -2.73
O 0.50 0.94 -3.28
N 1.66 0.33 -1.37
C 3.20 0.40 -4.70
C 4.43 -0.10 -5.17
C 5.01 0.44 -6.30
C 4.36 1.47 -6.98
C 3.14 1.94 -6.53
C 2.55 1.41 -5.40
C 2.20 -1.59 -4.03
C 1.08 -1.61 -4.93
C 0.67 -2.79 -5.49
C 1.37 -3.96 -5.19
C 2.50 -3.95 -4.33
C 2.92 -2.78 -3.77
H 4.57 -0.26 -2.49
H 4.93 -0.90 -4.65
H 5.96 0.07 -6.65
H 4.81 1.89 -7.87
H 2.64 2.74 -7.07
H 1.59 1.78 -5.07
H 0.56 -0.69 -5.13
H -0.18 -2.82 -6.14
H 1.06 -4.91 -5.62
H 3.01 -4.88 -4.11
H 3.75 -2.76 -3.08
F 1.68 -1.25 0.53
As 2.88 -3.29 1.01
F 1.98 -2.97 2.45
F 1.47 -3.95 0.35
F 3.66 -4.71 1.41
F 3.43 -2.96 -0.56
F 4.04 -2.20 1.59
O -2.20 -2.59 -1.74
S -0.92 -2.07 -1.40
O 0.24 -2.61 -2.05
O -0.87 -0.50 -1.53
O -0.71 -1.96 0.15
```

Results of the Mulliken charge analysis, in e, for atoms 1 through 6: 3.823 -0.716 -0.962 -0.650 -0.695 -0.966


(2)
A molecular structure, C25H35Br2F3N7O2P2S2Sn, computed with wB97M-V/def2-TZVPD.

Computed properties:
Charge: +1
Calculated total energy: -8648.4250 hartree
Frontier orbital gap: 7.3609 eV
HOMO energy: -9.62 eV

```
79
C25H35Br2F3N7O2P2S2Sn, DFT wB97M-V/def2-TZVPD
Sn 0.38 -0.83 -0.40
C 2.40 4.23 1.67
N 1.47 3.21 1.29
C 0.12 3.28 1.40
C -0.37 2.08 0.96
N 0.66 1.29 0.59
C 1.77 1.99 0.79
P 3.48 1.55 0.37
C 3.17 1.15 -1.38
N 2.23 0.35 -1.83
C 2.36 0.33 -3.18
C 3.41 1.12 -3.54
N 3.92 1.64 -2.39
C 5.04 2.53 -2.28
C 3.51 -0.17 0.95
N 2.67 -1.13 0.62
C 3.13 -2.26 1.21
C 4.27 -1.97 1.91
N 4.50 -0.65 1.74
C 5.59 0.11 2.30
H 1.86 5.09 2.05
H 3.08 3.86 2.44
H 3.00 4.54 0.81
H -0.39 4.15 1.78
H -1.38 1.74 0.87
H 1.70 -0.26 -3.78
H 3.81 1.36 -4.51
H 5.52 2.62 -3.25
H 4.71 3.52 -1.95
H 5.76 2.14 -1.56
H 2.61 -3.19 1.10
H 4.90 -2.59 2.51
H 6.17 -0.54 2.95
H 6.25 0.48 1.51
H 5.22 0.96 2.87
Br -1.35 -3.23 -2.48
C 0.07 -4.48 -2.12
Br 1.80 -3.60 -2.07
H 0.08 -5.23 -2.91
H -0.11 -4.93 -1.15
F -4.12 3.49 -5.02
C -2.80 3.62 -4.97
F -2.54 4.90 -4.67
F -2.34 3.42 -6.22
C -2.15 2.66 -4.01
C -2.70 1.41 -3.76
C -2.02 0.55 -2.91
N -0.88 0.87 -2.33
C -0.37 2.07 -2.56
C -0.95 3.00 -3.39
H -3.64 1.12 -4.21
H -2.41 -0.43 -2.69
H 0.56 2.29 -2.05
H -0.50 3.97 -3.56
C -2.25 -4.77 1.10
C -3.42 -3.92 1.58
C -4.32 -3.50 0.43
O -2.96 -2.77 2.31
P -1.90 -1.66 1.92
S -0.01 -2.36 1.84
S -2.36 -0.59 0.28
O -1.90 -0.78 3.23
C -3.01 -0.25 3.98
C -3.97 0.54 3.11
C -3.73 -1.35 4.76
H -2.63 -5.70 0.68
H -1.57 -4.99 1.92
H -1.72 -4.22 0.33
H -3.99 -4.47 2.33
H -3.77 -2.87 -0.26
H -5.18 -2.96 0.79
H -4.66 -4.38 -0.11
H -2.51 0.41 4.69
H -4.41 -0.10 2.35
H -3.44 1.36 2.61
H -4.75 0.96 3.74
H -4.38 -1.94 4.10
H -4.34 -0.90 5.53
H -3.00 -2.02 5.21
```

Results of the Mulliken charge analysis, in e, for atoms 1 through 6: 1.142 -0.826 0.188 -0.929 -0.616 0.742


(3)
14 unconnected molecules or ions with the total composition C25H35Cl39FNO7S in a non-equilibrium geometry, computed with wB97M-V/def2-TZVPD.

Computed properties:
Charge: 0
Calculated total energy: -20000.1208 hartree
Frontier orbital gap: 8.4887 eV
HOMO energy: -9.51 eV

```
109
C25H35Cl39FNO7S, DFT wB97M-V/def2-TZVPD
C 4.08 -4.85 -0.30
C 3.80 -4.35 -1.87
C 2.55 -3.29 -1.77
C 2.33 -2.37 -3.13
N 1.06 -1.56 -3.03
C 1.23 -0.26 -2.28
O 2.57 0.16 -1.82
C 2.54 0.46 -0.37
O 3.67 0.51 0.36
O 1.15 0.62 0.13
C 0.29 0.08 -0.98
C -0.80 1.20 -1.57
O -1.69 1.74 -0.52
C -3.03 2.07 -1.06
C -4.20 1.03 -0.48
O -4.61 0.21 -1.63
C -5.32 -1.02 -1.22
C -5.06 -2.30 -2.26
S -0.84 -1.23 -0.26
O -1.22 -0.76 1.19
O -2.13 -1.48 -1.08
F -0.07 -2.78 -0.06
H 4.77 -4.06 0.26
H 3.05 -4.84 0.29
H 4.57 -5.93 -0.26
H 3.55 -5.34 -2.46
H 4.72 -3.77 -2.33
H 2.60 -2.67 -0.78
H 1.56 -3.96 -1.69
H 2.16 -3.15 -4.01
H 3.28 -1.75 -3.44
H 0.74 -1.36 -4.00
H 0.86 0.54 -3.08
H -1.39 0.63 -2.42
H -0.25 2.13 -2.06
H -3.29 3.19 -0.72
H -3.07 2.08 -2.24
H -5.09 1.73 -0.12
H -3.76 0.42 0.42
H -6.48 -0.81 -1.12
H -4.88 -1.38 -0.18
H -6.13 -2.61 -2.65
H -4.33 -1.97 -3.14
H -4.51 -3.17 -1.67
C -1.80 6.19 -1.07
Cl -1.19 7.62 -1.92
Cl -3.21 6.60 -0.08
Cl -2.20 4.90 -2.22
H -1.01 5.82 -0.41
C 3.02 7.09 -0.95
Cl 1.84 5.84 -1.38
Cl 3.07 8.35 -2.19
Cl 2.63 7.79 0.63
H 4.01 6.63 -0.89
C -3.27 0.01 4.14
Cl -4.30 -0.91 3.02
Cl -3.54 1.75 3.95
Cl -3.58 -0.49 5.81
H -2.23 -0.20 3.90
C -6.19 -4.19 4.87
Cl -6.33 -5.32 6.22
Cl -5.37 -2.70 5.38
Cl -5.33 -4.94 3.51
H -7.20 -3.93 4.53
C 5.85 -8.52 1.54
Cl 4.85 -9.22 0.26
Cl 7.15 -7.55 0.85
Cl 4.86 -7.55 2.64
H 6.30 -9.34 2.11
C -1.92 11.83 -1.34
Cl -1.06 10.58 -0.42
Cl -3.22 11.10 -2.31
Cl -2.58 13.06 -0.25
H -1.22 12.31 -2.02
C 4.28 3.64 1.40
Cl 5.68 4.59 0.85
Cl 4.61 2.91 2.97
Cl 2.83 4.66 1.47
H 4.10 2.84 0.67
C -4.62 -8.38 1.95
Cl -4.01 -6.95 1.10
Cl -6.03 -7.97 2.94
Cl -5.02 -9.67 0.80
H -3.83 -8.75 2.61
C 8.09 0.73 3.44
Cl 7.96 -0.40 4.79
Cl 8.91 2.22 3.95
Cl 8.95 -0.02 2.08
H 7.09 0.99 3.11
C -7.17 3.90 1.48
Cl -5.59 3.34 2.08
Cl -6.97 5.33 0.45
Cl -7.99 2.60 0.60
H -7.78 4.17 2.34
C 3.53 -1.94 3.08
Cl 4.95 -2.09 4.12
Cl 3.38 -3.34 2.01
Cl 2.06 -1.74 4.06
H 3.65 -1.04 2.46
C 7.18 6.27 -2.28
Cl 5.55 5.71 -2.69
Cl 7.88 7.20 -3.62
Cl 7.14 7.26 -0.80
H 7.81 5.40 -2.09
C -3.58 -6.00 -4.00
Cl -4.60 -6.91 -5.12
Cl -3.85 -4.26 -4.19
Cl -3.88 -6.50 -2.33
H -2.53 -6.21 -4.24
```

Results of the Mulliken charge analysis, in e, for atoms 1 through 6: -0.538 -0.416 0.034 -0.689 -0.212 -0.103